Below is F10K3N5Na2O20S10 as an isolated structure at a distorted geometry, with properties calculated with the ωB97M-V functional and the def2-TZVPD basis.

Atoms and positions in Å:
Na  5.51  -2.37  -0.39
Na  -0.48  -1.20  5.02
K  1.73  0.37  -3.74
K  2.59  0.92  3.86
K  2.99  3.08  0.71
N  -1.47  4.26  -3.63
S  -1.10  3.53  -2.15
O  -2.20  2.95  -1.46
O  0.00  4.05  -1.41
F  -0.32  2.18  -2.77
S  -1.35  5.61  -3.11
O  -0.14  6.42  -3.22
O  -2.28  5.91  -2.03
F  -2.29  6.31  -4.21
N  1.59  0.89  1.34
S  0.06  0.94  1.39
O  -0.54  0.03  2.33
O  -0.73  1.13  0.17
F  -0.20  2.38  2.10
S  1.61  -0.49  0.40
O  1.47  -0.27  -1.01
O  1.16  -1.80  0.87
F  3.24  -0.60  0.44
N  -2.37  -3.20  -1.79
S  -3.45  -2.47  -1.05
O  -4.74  -2.87  -1.52
O  -3.24  -1.22  -0.27
F  -3.29  -3.51  0.17
S  -1.97  -1.79  -2.72
O  -0.86  -0.97  -2.24
O  -3.03  -1.25  -3.51
F  -1.08  -2.65  -3.78
N  -2.48  0.33  5.39
S  -2.58  1.69  4.79
O  -1.34  2.32  4.44
O  -3.79  2.47  4.94
F  -2.89  1.31  3.27
S  -2.55  0.93  7.04
O  -3.36  0.22  7.92
O  -2.13  2.29  7.45
F  -1.17  0.11  7.44
N  4.89  -3.73  -2.17
S  5.00  -4.53  -3.39
O  4.75  -3.96  -4.65
O  4.72  -5.92  -3.22
F  6.62  -4.55  -3.11
S  3.25  -3.55  -2.47
O  2.39  -4.63  -2.21
O  2.78  -2.36  -3.24
F  3.09  -2.74  -1.04

As for the spin multiplicity: 2. Its HOMO energy (spin up / spin down) is -10.6 / -10.6 eV. Its orbital gap (spin up / spin down) is 4.636 / 3.009 eV. As for the LUMO energy (spin up / spin down): -0.2210 / -0.2807 Ha. The charge is +1. Its energy above the lowest of the compared OMol25 structures with the same formula, charge and spin is 5.1761 eV.


Below is C6H15NOS as an isolated structure at a distorted geometry, with properties calculated with the ωB97M-V functional and the def2-TZVPD basis.

Atoms and positions in Å:
C  0.83  -2.08  -0.86
C  2.51  0.53  -0.59
C  1.60  1.07  1.72
C  -1.98  0.42  1.08
C  -2.31  -0.74  -1.03
C  1.25  0.72  0.24
N  -1.61  0.26  -0.25
O  0.12  -1.50  1.44
S  0.27  -0.85  0.19
H  0.17  -2.95  -0.78
H  0.84  -1.60  -1.88
H  3.27  -0.12  -0.18
H  2.54  0.30  -1.64
H  3.03  1.52  -0.60
H  1.61  0.07  2.35
H  0.82  1.67  2.28
H  2.64  1.61  1.61
H  -2.40  -0.51  1.58
H  -1.25  0.98  1.60
H  -2.95  1.08  1.05
H  -1.98  -1.72  -0.71
H  -3.44  -0.86  -0.82
H  -2.02  -0.46  -2.04
H  0.59  1.57  -0.18

Its HOMO energy (spin up / spin down) is -7.9 / -7.9 eV. Its orbital gap (spin up / spin down) is 8.165 / 8.163 eV. As for the LUMO energy (spin up / spin down): 0.0101 / 0.0100 Ha. Its energy above the lowest of the compared OMol25 structures with the same formula, charge and spin is 6.0882 eV.


Below is C7H14GaO4 as an isolated structure at a distorted geometry, with properties calculated with the ωB97M-V functional and the def2-TZVPD basis.

Atoms and positions in Å:
C  1.04  3.28  -0.60
O  2.24  2.79  -0.07
C  -0.14  2.34  -0.33
O  0.26  1.03  -0.71
C  -0.41  -0.11  -0.05
C  0.45  -1.32  -0.35
O  1.85  -1.06  -0.08
C  2.67  -2.22  -0.13
Ga  2.07  0.83  -0.10
H  1.12  3.42  -1.70
H  0.78  4.27  -0.18
H  -1.03  2.63  -0.90
H  -0.39  2.36  0.75
H  0.36  -1.62  -1.40
H  0.14  -2.15  0.30
H  3.70  -1.92  0.09
H  2.33  -2.95  0.63
H  2.62  -2.68  -1.13
H  -0.52  0.07  1.04
C  -3.04  -1.10  1.34
O  -2.89  -0.08  0.39
C  -1.90  -0.30  -0.61
H  -4.12  -1.29  1.48
H  -2.56  -2.04  1.00
H  -2.60  -0.83  2.31
H  -2.03  -1.34  -0.98

Its HOMO energy (spin up / spin down) is -11.5 / -13.4 eV. Its orbital gap (spin up / spin down) is 6.690 / 8.467 eV. As for the LUMO energy (spin up / spin down): -0.1773 / -0.1795 Ha. The charge is +1.


Below is one molecule with the formula C6H16N2O at a distorted geometry, with properties calculated with the ωB97M-V functional and the def2-TZVPD basis.

Atoms and positions in Å:
C  -2.96  0.11  0.88
C  -2.05  -0.78  0.06
C  -0.86  0.09  -0.87
O  -0.52  -0.66  -1.98
C  0.14  0.50  0.15
N  0.28  1.90  0.36
C  1.69  -0.11  -0.45
C  2.81  0.33  0.48
N  1.57  -1.57  -0.55
H  -3.78  -0.47  1.32
H  -3.43  0.87  0.25
H  -2.42  0.62  1.68
H  -2.60  -1.30  -0.72
H  -1.54  -1.53  0.67
H  -1.42  0.95  -1.25
H  0.11  -1.36  -1.68
H  0.06  0.01  1.12
H  0.30  2.43  -0.51
H  -0.41  2.27  1.00
H  1.86  0.29  -1.45
H  2.65  -0.04  1.49
H  3.79  -0.02  0.14
H  2.84  1.42  0.52
H  1.51  -1.98  0.37
H  2.39  -1.98  -1.01

The structure (SMILES) is CC[C@H](O)[C@H](N)[C@@H](C)N. Its HOMO energy is -8.3 eV. Its orbital gap is 9.340 eV. As for the LUMO energy: 0.0381 Ha. Its energy above the lowest of the compared OMol25 structures with the same formula, charge and spin is 1.8028 eV.


Below is C6H8N2O2S as an isolated structure at a distorted geometry, with properties calculated with the ωB97M-V functional and the def2-TZVPD basis.

Atoms and positions in Å:
C  -2.56  0.83  0.25
C  -1.77  0.25  1.22
C  -2.37  0.67  -1.09
C  -0.67  -0.48  0.79
C  -1.30  -0.03  -1.56
C  -0.40  -0.55  -0.60
N  1.90  0.98  0.68
N  2.67  -1.29  1.41
O  3.38  -0.52  -0.89
O  0.71  -1.23  -1.07
S  2.25  -0.41  0.22
H  -3.32  1.54  0.50
H  -1.90  0.52  2.25
H  -2.96  1.14  -1.88
H  0.17  -0.93  1.38
H  -1.15  -0.06  -2.66
H  1.65  1.80  0.05
H  2.40  -0.77  2.24
H  3.27  -1.47  -1.26

Its HOMO energy (spin up / spin down) is -8.5 / -8.5 eV. Its orbital gap (spin up / spin down) is 7.448 / 7.448 eV. As for the LUMO energy (spin up / spin down): -0.0394 / -0.0394 Ha. Its energy above the lowest of the compared OMol25 structures with the same formula, charge and spin is 5.4195 eV.


Which formula does entry 5 have? C6H8N2O2S


What is the formula in the second record? C6H15NOS